[1]
An isolated molecule of C5H8N2, computed with ωB97M-V/def2-TZVPD.

Geometry as XYZ:
```
15
Properties=species:S:1:pos:R:3:forces:R:3:mulliken_charge:R:1
N -1.0367 -0.4387 -2.7525 0.553 0.675 0.511 -0.4749
N 0.4683 1.0662 -1.4202 0.063 -0.172 -0.176 -0.2983
C 0.8703 -0.9066 1.3446 0.229 -0.100 0.046 -1.2538
C -0.3446 0.2451 -2.1190 -0.069 -0.303 -0.819 0.4382
C -0.1943 -0.1195 0.6212 -0.363 -0.131 0.075 1.0821
C -1.3993 -0.5983 0.3194 0.015 -0.052 0.514 -1.0553
C 0.1549 1.2184 0.0186 -0.068 0.050 0.266 -1.0343
H -2.1239 0.0199 -0.1954 -0.010 -0.070 0.006 0.3259
H -0.6772 1.9215 0.1114 0.083 -0.103 -0.033 0.2910
H 1.8385 -0.4110 1.2854 0.065 0.056 -0.067 0.3548
H 0.9992 -1.9034 0.9240 -0.078 -0.035 -0.082 0.3107
H 1.0355 1.6717 0.4783 -0.120 -0.011 -0.030 0.4434
H 1.4511 0.8916 -1.5926 -0.170 -0.036 -0.145 0.2846
H 0.6747 -1.0503 2.4119 -0.217 0.167 -0.130 0.3037
H -1.7165 -1.6065 0.5648 0.088 0.066 0.062 0.2822
```
Positions in Å, forces in eV/Å.

Properties
orbital gap	10.40	eV
LUMO level	0.6836	eV
SMILES	C=C(C)CNC#N
relative energy (zero: lowest compared OMol25 entry of this formula, charge and spin)	34.8	kcal/mol
HOMO level	-0.3570	hartree
spin multiplicity	1
charge	0


[2]
A structure of composition C25H26BiBrN4O2, computed with ωB97M-V/def2-TZVPD.

Geometry as XYZ:
```
59
Properties=species:S:1:pos:R:3:forces:R:3:mulliken_charge:R:1
Bi -0.3804 -0.0449 -1.8065 -0.167 0.682 -0.267 0.9566
Br 0.3825 3.4734 -1.8444 0.295 -0.702 -0.270 -0.1579
O 1.4566 0.1530 0.9740 -1.592 -1.551 -0.791 -0.2271
O 5.4717 3.4451 -2.0759 -2.064 0.910 0.877 -0.5125
N 2.4166 0.8426 1.3568 1.557 2.378 0.799 0.2159
N -1.9905 -0.9311 -0.4880 -0.260 -1.796 0.324 0.0170
N 2.0164 1.1426 -2.2921 0.525 1.696 0.214 -0.2837
N 0.3697 -1.9683 -1.2412 2.256 0.662 -0.500 -0.2094
C -5.0578 -3.3262 -1.0932 1.474 -0.308 0.183 -1.0985
C -3.2599 -0.4492 -0.0136 0.911 1.574 0.431 -0.5671
C 4.6036 2.3451 2.1258 1.500 1.400 0.604 -0.1855
C 1.6066 -3.6137 -0.4187 1.009 -1.173 1.496 -0.6432
C 4.6030 1.0002 2.3687 -0.189 -0.258 -0.104 -0.7659
C -1.8476 0.9067 1.5738 1.063 0.680 -0.822 0.0195
C 3.4891 0.2944 2.0137 -0.722 0.823 -0.990 -0.2718
C -4.4245 -0.8425 -0.5641 -2.347 -1.244 -1.815 1.0954
C 0.3712 -3.6591 0.2419 0.422 -1.929 0.384 -0.8737
C -4.5780 -1.9795 -1.6043 1.335 0.478 0.618 -0.8543
C 1.6123 -2.5613 -1.2822 0.142 -0.373 0.338 -0.2266
C 4.3897 2.6234 -2.0282 1.108 0.609 -1.154 0.8656
C 3.5004 2.9273 1.5704 -0.848 -0.368 -0.611 -1.0298
C -5.6573 -0.2109 -0.1879 2.555 -1.760 0.046 -1.0098
C -3.2297 0.5338 1.0150 1.635 -1.192 -0.021 0.4725
C 2.0253 2.4822 -2.0665 0.153 -0.200 0.441 0.1795
C -1.5995 -2.0612 0.0333 0.266 0.378 0.813 0.3037
C -5.6256 0.6313 0.8617 -1.285 1.432 1.341 -0.5166
C -1.2799 0.0325 2.7251 -0.032 2.654 0.176 -1.0476
C 3.1600 3.2511 -1.8874 -0.113 -0.763 -0.555 -0.5438
C -4.4182 0.9677 1.5203 -0.443 0.367 -0.872 -0.8117
C 4.4511 1.2879 -2.3559 -1.284 -0.748 -0.187 -0.8751
C -0.2978 -2.6015 -0.2473 -3.532 1.017 -0.412 0.0142
C 2.4075 2.1998 1.1540 0.957 -0.999 0.579 -0.1016
C 3.2304 0.5887 -2.4562 0.133 -0.483 0.250 -0.4034
H -1.8215 1.9461 1.8782 -0.476 0.311 0.285 0.7127
H -6.6073 1.0572 1.1664 0.998 -0.180 0.148 0.3427
H -0.9706 -0.8390 2.2965 0.394 -2.947 -0.838 0.2480
H -5.1601 -3.9047 -1.9932 -0.617 -0.594 -0.233 0.3910
H 2.5384 -2.3078 -1.7689 -0.506 0.680 -0.671 0.3431
H 5.4650 2.9963 2.3682 -0.560 -0.643 -0.075 0.3761
H 3.3774 -0.7300 2.0597 -0.035 -2.039 0.422 0.5729
H 6.3118 3.0801 -2.2711 1.056 -1.162 -0.297 0.3315
H 3.4749 3.9580 1.3714 0.070 1.256 -0.136 0.4773
H -5.2574 -1.6728 -2.3671 -0.708 0.497 -0.435 0.6081
H -4.3135 -3.8981 -0.4926 -0.354 0.680 -0.139 0.2668
H 2.4491 -4.2225 -0.0680 -0.298 0.207 -0.823 0.3642
H 3.1746 4.3160 -1.8580 -0.378 0.554 0.365 0.5411
H -0.2974 0.4102 3.1198 -1.203 0.225 -0.146 0.2392
H 3.1507 -0.5008 -2.6441 0.593 0.895 -0.083 0.3808
H -6.5304 -0.6355 -0.6178 -0.845 0.257 -0.341 0.4937
H -2.2183 -2.4592 0.8475 0.193 -0.272 -0.421 0.5310
H -4.3579 1.6642 2.3266 -0.419 0.361 0.493 0.5243
H 5.3934 0.8857 -2.6734 0.176 -0.573 0.177 0.4102
H -1.0729 0.9355 0.7212 -1.099 -0.292 1.208 -0.5249
H 1.5761 2.5955 0.6109 -0.409 0.035 0.057 0.6306
H -0.0109 -4.5127 0.8215 0.259 0.930 0.065 0.4604
H -3.6604 -2.1892 -2.1606 0.257 0.343 0.193 0.2362
H -5.9578 -3.2438 -0.5350 -0.904 -0.137 0.355 0.3349
H 5.4462 0.4827 2.7849 0.141 -0.115 0.193 0.4392
H -2.0382 -0.0907 3.4963 0.255 -0.171 0.133 0.3453
```
Positions in Å, forces in eV/Å.

Properties
orbital gap (alpha / beta)	7.49 / 7.01	eV
LUMO level (alpha / beta)	-2.6918 / -4.1321	eV
HOMO level (alpha / beta)	-0.3740 / -0.4094	hartree
spin multiplicity	2
charge	+1


[3]
An isolated molecule of FH2PS3, computed with ωB97M-V/def2-TZVPD.

Geometry as XYZ:
```
7
Properties=species:S:1:pos:R:3:forces:R:3:mulliken_charge:R:1
S 1.2385 -1.0716 0.4337 0.059 -0.968 0.407 -0.2378
S -2.0444 -0.2428 0.5067 1.658 -0.754 -0.657 -0.1439
S 0.1478 2.4442 0.6817 -0.355 -3.893 -1.099 -0.3710
P -0.1282 0.4213 0.0104 0.573 5.454 -1.311 0.5917
F -0.1022 0.4460 -1.6690 -0.196 -0.405 2.537 -0.2381
H -1.6035 -1.3850 -0.1011 -0.824 0.000 0.241 0.1783
H 2.4921 -0.6122 0.1375 -0.914 0.566 -0.118 0.2208
```
Positions in Å, forces in eV/Å.

Properties
orbital gap	8.36	eV
LUMO level	-0.5676	eV
SMILES	FP(=S)(S)S
relative energy (zero: lowest compared OMol25 entry of this formula, charge and spin)	17.9	kcal/mol
HOMO level	-0.3281	hartree
spin multiplicity	1
charge	0


[4]
A structure of composition C22H23CuN3O7Si, computed with ωB97M-V/def2-TZVPD.

Geometry as XYZ:
```
57
Properties=species:S:1:pos:R:3:forces:R:3:mulliken_charge:R:1
Cu 0.3857 0.4675 -0.3463 -0.041 -0.143 0.224 -0.8381
Si 0.7204 1.0633 2.6993 -0.106 -0.088 0.036 -0.3839
O -3.5549 3.0871 1.6026 -0.015 0.014 0.000 -0.4609
O 0.9833 -2.2770 -0.2554 -0.024 -0.028 0.003 -0.3612
O -1.7336 -0.0556 -0.7858 -0.074 0.000 -0.125 0.0743
O 3.0905 -2.8098 0.3185 0.033 -0.022 0.008 -0.5095
O -2.4545 3.0677 -0.2829 -0.001 -0.006 0.032 -0.4058
O 0.4838 2.2419 -1.9739 0.137 -0.062 -0.027 -0.3214
O 1.7744 2.8558 -3.6550 -0.008 -0.004 0.009 -0.4753
N 2.0013 0.0454 -1.4518 -0.095 0.093 -0.023 0.6826
N -2.6500 2.8645 0.8698 0.017 -0.022 -0.026 0.8673
N -0.2910 0.4230 1.4803 0.081 0.043 -0.281 0.9515
C -1.7779 -1.5176 -4.1005 0.000 -0.027 -0.023 -0.7078
C -4.3835 -0.5700 1.7164 -0.008 -0.001 0.044 -0.7731
C 1.4926 2.0765 -2.5986 -0.094 0.120 -0.020 0.5513
C -1.9696 -2.8651 -3.8237 0.000 0.007 0.017 -0.5278
C 2.7912 -0.9810 -1.1340 0.055 -0.021 -0.008 0.4250
C 0.9117 -0.0118 4.2378 -0.002 -0.007 0.015 -1.2098
C -1.8657 -1.0194 -1.7590 0.004 -0.055 -0.014 -0.1774
C -1.7288 -0.5903 -3.0717 0.002 0.049 0.031 -0.3884
C -2.3139 0.0173 2.8100 -0.127 -0.045 -0.001 -0.2142
C 3.7989 0.9901 -2.7041 -0.044 0.058 -0.013 -0.9340
C 0.1466 2.7590 3.2629 0.040 0.043 0.024 -1.0535
C -2.1077 -3.2775 -2.5048 0.003 0.033 -0.024 -0.8118
C 2.4536 1.2124 1.9843 0.045 0.070 -0.009 -0.9310
C -1.6082 0.0832 1.5902 0.127 0.088 0.111 0.7108
C 2.1589 -2.0758 -0.3149 0.025 0.073 -0.008 0.0728
C -3.6585 -0.3039 2.8715 0.060 0.020 0.004 -0.9688
C 4.1119 -1.0678 -1.5502 -0.019 0.001 0.006 -0.6259
C -2.3814 -0.2066 0.4443 -0.001 0.009 0.160 -0.0198
C 4.6286 -0.0549 -2.3384 0.000 -0.038 0.021 -0.7106
C 2.4871 0.9990 -2.2508 0.090 -0.070 -0.005 0.9745
C -2.0546 -2.3612 -1.4652 -0.012 -0.029 0.043 0.2390
C -3.7270 -0.5073 0.4964 0.006 0.002 -0.147 -0.3118
H 2.8332 0.2359 1.6694 -0.004 -0.016 0.009 0.1726
H -5.4370 -0.8090 1.7611 -0.001 -0.001 -0.010 0.3973
H -4.1463 -0.3349 3.8381 -0.019 -0.006 -0.009 0.3915
H 0.8091 3.1763 4.0262 -0.017 0.013 -0.002 0.3645
H 0.0720 0.0811 4.9286 -0.002 -0.010 -0.001 0.3899
H -1.5910 0.4674 -3.2605 0.001 -0.004 -0.002 0.4795
H -4.2532 -0.6919 -0.4334 -0.028 -0.003 0.027 0.4729
H 2.5394 2.5353 -4.1459 0.001 -0.021 0.010 0.2914
H 1.8133 0.2820 4.7829 -0.004 -0.010 0.009 0.3960
H 4.7091 -1.9139 -1.2461 0.018 0.008 -0.006 0.5331
H 0.1171 3.4536 2.4197 0.009 0.007 0.002 0.2713
H 1.0079 -1.0676 3.9729 0.003 0.001 -0.011 0.3348
H -1.6780 -1.1810 -5.1248 -0.001 -0.010 -0.002 0.4145
H -2.2533 -4.3263 -2.2796 0.000 0.000 0.009 0.3787
H -2.1457 -2.6756 -0.4344 0.000 -0.008 -0.010 0.5008
H -1.7818 0.2329 3.7273 0.011 -0.005 -0.003 0.2248
H 2.6263 -3.4961 0.8211 -0.035 0.010 -0.010 0.3710
H 5.6591 -0.0771 -2.6645 0.002 -0.011 0.006 0.4510
H 2.4884 1.8870 1.1241 -0.009 -0.003 0.012 0.1144
H -2.0162 -3.5884 -4.6270 0.002 0.010 -0.009 0.4078
H 4.1922 1.8008 -3.3036 -0.007 -0.002 -0.003 0.4004
H -0.8604 2.7083 3.6849 0.004 -0.003 -0.009 0.3446
H 3.1361 1.6004 2.7460 0.021 0.009 -0.030 0.4699
```
Positions in Å, forces in eV/Å.

Properties
orbital gap (alpha / beta)	5.43 / 5.43	eV
LUMO level (alpha / beta)	-1.0005 / -1.0005	eV
relative energy (zero: lowest compared OMol25 entry of this formula, charge and spin)	3.1	kcal/mol
HOMO level (alpha / beta)	-0.2365 / -0.2363	hartree
spin multiplicity	2
charge	0


[5]
A cluster of 2 separate species, C2H7NO in total, computed with ωB97M-V/def2-TZVPD.

Geometry as XYZ:
```
11
Properties=species:S:1:pos:R:3:forces:R:3:mulliken_charge:R:1
O 0.1047 -0.1751 1.3886 1.477 0.250 -2.974 -0.5488
N 2.0584 0.2659 0.3054 -0.602 0.577 -0.616 -0.3779
C 0.8001 -0.2950 0.3330 1.724 -1.972 6.202 0.1012
C -1.8286 0.1647 -0.5023 2.911 -0.057 -1.720 -0.8166
H -0.5364 0.2394 -0.6835 -4.674 0.631 0.612 0.0600
H -2.2354 -0.0196 0.4876 0.966 -0.074 0.203 0.2386
H -1.9640 -0.7090 -1.1388 -0.738 0.084 -0.105 0.2621
H -2.3192 1.0543 -0.8876 0.159 -0.050 -0.439 0.2814
H 0.8096 -1.2578 -0.2081 -0.784 0.626 -0.857 0.3374
H 2.8404 -0.2041 -0.1260 -0.342 0.139 -0.244 0.2262
H 2.2703 0.9363 1.0316 -0.097 -0.155 -0.060 0.2364
```
Positions in Å, forces in eV/Å.

Properties
orbital gap	10.41	eV
LUMO level	0.7650	eV
SMILES	NC=O.C
relative energy (zero: lowest compared OMol25 entry of this formula, charge and spin)	48.9	kcal/mol
HOMO level	-0.3543	hartree
spin multiplicity	1
charge	0


[6]
A cluster of 3 separate species, C4H12OS2 in total, computed with ωB97M-V/def2-TZVPD.

Geometry as XYZ:
```
19
Properties=species:S:1:pos:R:3:forces:R:3:mulliken_charge:R:1
S 0.6023 -0.4339 -1.8612 0.104 0.126 -0.273 0.4111
S 0.1572 -0.5770 2.3745 0.181 0.044 0.193 -0.0884
O 0.6408 2.3897 0.6164 1.223 0.507 0.765 -0.5581
C 0.7590 -1.7061 1.1277 -1.245 -0.112 -0.013 -0.2199
C -1.1443 1.1876 -0.6345 -0.088 1.733 -2.220 -1.1734
C 0.0530 1.1851 -1.6526 -1.193 -0.517 -0.089 -0.1447
C -0.3754 -2.4414 0.3885 0.134 1.343 0.060 -1.1273
H 0.0595 -2.9624 -0.4409 0.135 -0.861 -0.316 0.3493
H 0.6894 1.6656 1.2630 0.048 0.414 0.092 0.2139
H -0.3142 1.5470 -2.6173 0.338 0.153 -0.197 0.3922
H -1.0810 -1.7177 -0.0559 -0.073 -0.281 0.409 0.2982
H 1.4024 2.9660 0.7917 -0.266 -0.178 0.222 0.2955
H 1.3697 -1.0686 0.4715 0.161 -0.023 -0.137 0.1761
H -0.8650 0.7057 0.2167 0.306 -1.825 2.233 0.2258
H 1.3859 -2.4584 1.5526 0.821 -0.240 0.362 0.3586
H -2.0224 0.8185 -1.1107 -0.671 -0.477 -0.135 0.4264
H -0.8931 -3.0981 1.0888 -0.033 -0.026 -0.339 0.3850
H 0.8489 1.7825 -1.2138 0.319 0.183 -0.126 0.3691
H -1.2727 2.2159 -0.3047 -0.202 0.034 -0.491 0.4104
```
Positions in Å, forces in eV/Å.

Properties
orbital gap (alpha / beta)	6.81 / 4.76	eV
LUMO level (alpha / beta)	-5.9053 / -8.3354	eV
relative energy (zero: lowest compared OMol25 entry of this formula, charge and spin)	86.6	kcal/mol
HOMO level (alpha / beta)	-0.4674 / -0.4814	hartree
spin multiplicity	2
charge	+1


Q: Which value of spin multiplicity does entry 3 give?
A: 1


Q: Number 2 is which compound?
A: C25H26BiBrN4O2


Copy entry 1 word for word.
An isolated molecule of C5H8N2, computed with ωB97M-V/def2-TZVPD.

Geometry as XYZ:
```
15
Properties=species:S:1:pos:R:3:forces:R:3:mulliken_charge:R:1
N -1.0367 -0.4387 -2.7525 0.553 0.675 0.511 -0.4749
N 0.4683 1.0662 -1.4202 0.063 -0.172 -0.176 -0.2983
C 0.8703 -0.9066 1.3446 0.229 -0.100 0.046 -1.2538
C -0.3446 0.2451 -2.1190 -0.069 -0.303 -0.819 0.4382
C -0.1943 -0.1195 0.6212 -0.363 -0.131 0.075 1.0821
C -1.3993 -0.5983 0.3194 0.015 -0.052 0.514 -1.0553
C 0.1549 1.2184 0.0186 -0.068 0.050 0.266 -1.0343
H -2.1239 0.0199 -0.1954 -0.010 -0.070 0.006 0.3259
H -0.6772 1.9215 0.1114 0.083 -0.103 -0.033 0.2910
H 1.8385 -0.4110 1.2854 0.065 0.056 -0.067 0.3548
H 0.9992 -1.9034 0.9240 -0.078 -0.035 -0.082 0.3107
H 1.0355 1.6717 0.4783 -0.120 -0.011 -0.030 0.4434
H 1.4511 0.8916 -1.5926 -0.170 -0.036 -0.145 0.2846
H 0.6747 -1.0503 2.4119 -0.217 0.167 -0.130 0.3037
H -1.7165 -1.6065 0.5648 0.088 0.066 0.062 0.2822
```
Positions in Å, forces in eV/Å.

Properties
orbital gap	10.40	eV
LUMO level	0.6836	eV
SMILES	C=C(C)CNC#N
relative energy (zero: lowest compared OMol25 entry of this formula, charge and spin)	34.8	kcal/mol
HOMO level	-0.3570	hartree
spin multiplicity	1
charge	0